P | C4H21NO10 | ωB97M-V/def2-TZVPD

Element x y z (Å)
N 1.558 -1.612 1.097
C 0.423 -1.138 0.225
C -0.940 -1.438 0.766
C -1.690 -0.090 1.234
O -1.678 0.861 0.556
C 0.653 -1.889 -1.142
O 0.717 -1.390 -2.234
O 0.772 -3.243 -1.010
H 1.804 -2.546 0.926
H 2.336 -0.917 1.018
H 0.638 -0.088 0.159
H -1.597 -2.015 -0.021
H -0.972 -2.260 1.582
H -2.226 -0.189 2.097
H 0.780 -3.758 -1.845
O -0.060 0.009 3.662
H 0.731 0.345 4.119
H 0.310 -0.783 3.226
O -0.179 2.269 2.259
H -0.892 2.754 2.665
H -0.214 1.274 2.472
O 1.445 3.175 0.324
H 1.069 2.837 -0.442
H 0.843 2.904 1.033
O -2.639 -1.781 -2.084
H -2.387 -2.554 -2.640
H -2.065 -1.046 -2.340
O -0.531 2.379 -1.375
H -0.944 2.010 -0.512
H -0.997 3.233 -1.601
O 3.253 1.275 0.872
H 4.025 1.733 0.615
H 2.565 1.993 0.715
O -1.415 0.718 -3.355
H -1.127 1.146 -2.534
H -0.741 0.348 -3.789

Output
- SMILES: N[C@H](CC=O)C(=O)O.O.O.O.O.O.O.O
- LUMO: 0.30 eV
- Kohn-Sham gap: 9.88 eV

Mulliken population analysis, charges in e, atoms 1 to 5: atom 1 (N): -0.66, atom 2 (C): 1.21, atom 3 (C): -0.79, atom 4 (C): -0.51, atom 5 (O): -0.50

---

Q | C4H21NO10 | ωB97M-V/def2-TZVPD

Element x y z (Å)
O -1.775 3.470 0.471
C -1.479 2.446 1.028
C -2.140 1.084 0.959
C -0.963 0.113 0.659
N -0.334 0.687 -0.546
C -0.327 0.026 -1.743
O 0.413 0.394 -2.648
O -0.983 -1.119 -1.883
H -0.575 2.485 1.666
H -2.965 1.046 0.212
H -2.643 0.849 1.913
H -1.580 -0.782 0.469
H -0.247 -0.011 1.457
H 0.170 1.553 -0.329
H -1.769 -1.240 -1.319
O -3.451 -1.255 -0.267
H -3.440 -2.096 0.210
H -3.563 -0.597 0.428
O 3.019 -1.218 0.395
H 2.867 -0.661 -0.407
H 2.698 -0.649 1.115
O 0.922 -3.079 0.281
H 0.612 -2.978 -0.625
H 1.740 -2.529 0.361
O -1.481 -3.708 1.171
H -0.581 -3.283 1.204
H -1.218 -4.535 1.598
O 1.701 2.648 -0.043
H 2.265 2.630 -0.830
H 1.390 3.553 0.087
O 2.749 0.685 -1.585
H 2.838 0.252 -2.442
H 1.764 0.846 -1.613
O 2.394 0.380 2.596
H 3.341 0.220 2.546
H 2.234 1.280 2.281

Output
- SMILES: O=CCCNC(=O)O.O.O.O.O.O.O.O
- LUMO: 0.21 eV
- Kohn-Sham gap: 10.43 eV

Mulliken population analysis, charges in e, atoms 1 to 5: atom 1 (O): -0.53, atom 2 (C): -0.21, atom 3 (C): -0.72, atom 4 (C): 0.23, atom 5 (N): 0.25

---

Most stable one: Q, least stable one: P.

---

P | C2H2F3NO4STb | ωB97M-V/def2-TZVPD

Element x y z (Å)
O -3.465 0.166 -0.062
C -3.944 -0.901 0.627
O -3.046 -1.917 0.718
Tb -1.460 -0.698 -0.146
H 0.169 1.832 -1.346
N 0.211 0.884 -0.897
S 1.267 0.664 0.231
O 1.755 1.806 1.001
O 0.698 -0.500 0.993
C 2.828 -0.035 -0.515
F 3.374 0.878 -1.307
F 2.556 -1.117 -1.223
F 3.687 -0.346 0.444
H -4.630 -0.716 1.483

Output
- Multiplicity: 8
- LUMO (alpha / beta): -0.27 / -0.42 eV
- Kohn-Sham gap (alpha / beta): 7.82 / 6.18 eV

Mulliken population analysis, charges in e, atoms 1 to 5: atom 1 (O): -0.65, atom 2 (C): 0.26, atom 3 (O): -0.66, atom 4 (Tb): 1.34, atom 5 (H): 0.22

---

Q | C2H2F3NO4STb | ωB97M-V/def2-TZVPD

Element x y z (Å)
O -3.271 -0.190 -0.629
C -3.725 -0.681 0.550
O -2.989 -1.743 0.969
Tb -1.329 -1.182 -0.346
H -0.325 1.832 -0.612
N 0.055 0.796 -0.592
S 1.208 0.381 0.369
O 1.606 1.268 1.462
O 0.862 -1.040 0.729
C 2.786 0.194 -0.610
F 3.151 1.383 -1.071
F 2.601 -0.629 -1.629
F 3.749 -0.283 0.165
H -4.377 -0.107 1.245

Output
- Multiplicity: 8
- LUMO (alpha / beta): 0.00 / -0.44 eV
- Kohn-Sham gap (alpha / beta): 8.04 / 6.05 eV

Mulliken population analysis, charges in e, atoms 1 to 5: atom 1 (O): -0.68, atom 2 (C): 0.27, atom 3 (O): -0.70, atom 4 (Tb): 1.36, atom 5 (H): 0.24

---

Most stable one: P, least stable one: Q.

---

P | C5H13NO2 | ωB97M-V/def2-TZVPD

Element x y z (Å)
C 2.365 0.082 -0.436
N 1.174 -0.507 0.131
C 1.144 -0.856 1.575
C -0.118 1.575 -0.394
C -0.093 0.046 -0.290
C -0.588 -0.600 -1.589
O -1.535 -0.196 -2.187
H 3.235 -0.525 -0.200
H 2.233 0.188 -1.518
H 2.507 1.157 -0.172
H 0.642 -0.145 2.200
H 2.208 -0.985 1.839
H 0.684 -1.847 1.640
H -1.095 1.980 -0.631
H 0.587 2.009 -1.113
H 0.197 2.026 0.552
H -0.872 -0.172 0.491
H -0.101 -1.551 -1.840
H -3.003 0.539 1.925
H -1.636 0.398 2.895
O -2.188 0.080 2.185

Output
- Total charge: +1
- Multiplicity: 2
- LUMO (alpha / beta): -3.20 / -7.69 eV
- Kohn-Sham gap (alpha / beta): 11.05 / 6.50 eV

Mulliken population analysis, charges in e, atoms 1 to 5: atom 1 (C): -0.91, atom 2 (N): 0.30, atom 3 (C): -0.73, atom 4 (C): -1.43, atom 5 (C): 0.40

---

Q | C5H13NO2 | ωB97M-V/def2-TZVPD

Element x y z (Å)
O 2.039 -0.797 -0.526
C 1.448 -1.972 -0.850
N 0.312 -2.548 -0.629
C -1.227 -0.210 -1.211
C -1.353 -0.274 0.174
C -1.299 0.954 1.007
C -0.030 1.011 1.896
H 2.262 -2.636 -1.183
H 0.492 -1.893 0.191
H -1.450 -1.116 -1.749
H -1.209 0.806 -1.588
H -1.535 -1.164 0.770
H -0.189 -0.237 -0.538
H -2.203 1.134 1.584
H -1.200 1.861 0.404
H 0.018 1.997 2.345
H 0.845 0.962 1.252
H 0.061 0.175 2.588
H 1.756 0.012 -0.980
H 1.515 2.239 -1.779
O 0.946 1.698 -1.179

Output
- Total charge: +1
- Multiplicity: 2
- LUMO (alpha / beta): -5.01 / -7.49 eV
- Kohn-Sham gap (alpha / beta): 8.81 / 6.34 eV

Mulliken population analysis, charges in e, atoms 1 to 5: atom 1 (O): -0.44, atom 2 (C): 0.08, atom 3 (N): -0.56, atom 4 (C): -0.33, atom 5 (C): 0.06

---

R | C5H13NO2 | ωB97M-V/def2-TZVPD

Element x y z (Å)
O 1.499 -1.459 0.972
C 0.569 -2.013 0.364
C -0.154 -1.250 -0.763
C -0.234 0.323 -0.447
C -1.055 0.973 -1.529
C -0.746 0.743 0.928
N -1.494 -1.910 -1.136
H 0.257 -3.061 0.487
H 0.380 -1.473 -1.710
H 0.849 0.817 -0.359
H -1.251 1.943 -1.022
H -0.541 1.006 -2.515
H -1.961 0.393 -1.755
H -1.494 0.203 1.595
H -1.113 1.749 0.884
H 0.022 0.799 1.665
H -1.849 -1.524 -2.081
H -2.148 -1.969 -0.420
H 3.199 1.157 1.997
H 4.035 2.527 2.517
O 3.231 2.026 2.326

Output
- Total charge: +1
- Multiplicity: 2
- LUMO (alpha / beta): -4.31 / -9.29 eV
- Kohn-Sham gap (alpha / beta): 9.45 / 4.47 eV

Mulliken population analysis, charges in e, atoms 1 to 5: atom 1 (O): -0.39, atom 2 (C): -0.09, atom 3 (C): -0.02, atom 4 (C): 0.66, atom 5 (C): -1.29

---

Most stable one: P, least stable one: Q.

---

P | C3H9NO | ωB97M-V/def2-TZVPD

Element x y z (Å)
N -1.615 1.815 -0.009
C -0.405 1.096 0.465
C -0.394 -0.885 1.973
C -0.728 -0.365 0.797
H -1.331 2.535 -0.654
H -2.332 1.204 -0.368
H -0.077 1.674 1.312
H 0.321 1.035 -0.370
H -0.266 -1.968 1.992
H -0.219 -0.454 2.947
H -0.932 -1.041 -0.026
H 2.337 -1.516 -1.999
H 3.100 -1.946 -3.157
O 2.541 -1.186 -2.903

Output
- Total charge: -1
- Multiplicity: 2
- LUMO (alpha / beta): 4.05 / 3.94 eV
- Kohn-Sham gap (alpha / beta): 2.88 / 9.96 eV

Mulliken population analysis, charges in e, atoms 1 to 5: atom 1 (N): -0.58, atom 2 (C): -0.42, atom 3 (C): -0.81, atom 4 (C): -0.78, atom 5 (H): 0.27

---

Q | C3H9NO | ωB97M-V/def2-TZVPD

Element x y z (Å)
C -0.250 1.344 0.094
C 0.835 0.347 -0.268
C 1.919 0.742 -1.057
N 0.902 -0.867 0.501
H -0.020 1.705 1.069
H -1.282 0.948 0.298
H -0.381 2.061 -0.663
H 2.855 0.275 -1.177
H 1.714 1.698 -1.635
H 0.102 -1.339 0.787
H 1.611 -1.435 0.262
H -2.058 -1.285 -0.281
H -2.082 -1.044 1.268
O -2.725 -1.264 0.494

Output
- Total charge: -1
- Multiplicity: 2
- LUMO (alpha / beta): 3.65 / 3.99 eV
- Kohn-Sham gap (alpha / beta): 1.86 / 8.11 eV

Mulliken population analysis, charges in e, atoms 1 to 5: atom 1 (C): -2.44, atom 2 (C): 1.07, atom 3 (C): -2.02, atom 4 (N): -0.38, atom 5 (H): 0.34

---

Most stable one: P, least stable one: Q.

---

P | C3HN5 | ωB97M-V/def2-TZVPD

Element x y z (Å)
N -0.445 -0.759 3.172
C -0.528 -0.543 2.018
C -0.286 0.021 0.690
N 0.370 -0.841 -0.164
C 0.561 -0.413 -1.351
N 0.447 0.968 -1.682
N -0.375 1.612 -0.860
N -0.871 1.064 0.267
H 1.127 -1.107 -2.090

Output
- SMILES: N#Cc1ncnnn1
- LUMO: -1.62 eV
- Kohn-Sham gap: 9.13 eV

Mulliken population analysis, charges in e, atoms 1 to 5: atom 1 (N): -0.38, atom 2 (C): 0.16, atom 3 (C): 0.65, atom 4 (N): -0.32, atom 5 (C): 0.08

---

Q | C3HN5 | ωB97M-V/def2-TZVPD

Element x y z (Å)
N -3.443 -0.074 -0.054
C -2.259 0.097 0.194
C -0.804 0.159 -0.036
N -0.255 -1.060 -0.136
N 1.055 -1.188 -0.097
C 1.810 -0.095 0.117
N 1.238 1.147 -0.004
N -0.160 1.266 -0.205
H 2.818 -0.252 0.221

Output
- SMILES: N#Cc1nncnn1
- LUMO: -1.81 eV
- Kohn-Sham gap: 8.66 eV

Mulliken population analysis, charges in e, atoms 1 to 5: atom 1 (N): -0.40, atom 2 (C): 0.23, atom 3 (C): 0.62, atom 4 (N): -0.11, atom 5 (N): -0.34

---

Most stable one: P, least stable one: Q.

---

P | C5H9N3OS | ωB97M-V/def2-TZVPD

Element x y z (Å)
C -1.378 2.696 -1.515
N -0.669 1.489 -1.164
C -0.337 0.397 -1.903
N 0.196 -0.529 -1.127
C 0.106 -0.130 0.159
S 0.837 -1.245 1.756
C 1.694 -2.468 0.867
N -0.291 -2.046 2.362
O 1.686 -0.389 2.575
C -0.375 1.163 0.119
H -1.615 2.546 -2.557
H -2.417 2.765 -1.083
H -0.853 3.667 -1.317
H -0.486 0.204 -3.026
H 0.908 -2.739 0.244
H 2.380 -2.011 0.165
H 2.052 -3.373 1.289
H -0.748 -1.859 3.257
H -0.690 1.863 0.897

Output
- SMILES: Cn1cnc([S@](C)(=N)=O)c1
- LUMO: 0.69 eV
- Kohn-Sham gap: 9.58 eV

Mulliken population analysis, charges in e, atoms 1 to 5: atom 1 (C): -0.83, atom 2 (N): 0.15, atom 3 (C): -0.08, atom 4 (N): -0.53, atom 5 (C): -0.04

---

Q | C5H9N3OS | ωB97M-V/def2-TZVPD

Element x y z (Å)
C 2.779 -0.571 0.492
C 0.750 0.082 -0.486
C -0.484 -0.806 -0.344
C -1.337 -0.934 -1.668
C 1.329 0.865 1.781
N -0.780 -2.828 0.823
N 1.664 0.032 0.628
N -0.080 -2.184 0.095
O -1.732 -2.588 1.549
S 3.653 -1.440 -0.488
H 1.462 -0.106 -1.385
H 0.287 1.103 -0.611
H -1.190 -0.524 0.541
H -1.166 -1.875 -2.133
H -0.952 -0.148 -2.314
H -2.365 -0.727 -1.457
H 2.220 0.937 2.426
H 1.107 1.964 1.426
H 0.605 0.281 2.304

Output
- LUMO (alpha / beta): 0.03 / -1.22 eV
- Kohn-Sham gap (alpha / beta): 9.15 / 5.86 eV

Mulliken population analysis, charges in e, atoms 1 to 5: atom 1 (C): 0.22, atom 2 (C): -1.14, atom 3 (C): 0.52, atom 4 (C): -1.30, atom 5 (C): -1.05

---

Most stable one: P, least stable one: Q.

---

P | C5H40N2O14 | ωB97M-V/def2-TZVPD

Element x y z (Å)
C -3.033 -1.766 -1.700
N -3.635 -0.496 -2.365
C -2.588 0.450 -2.972
O -1.772 0.761 -1.886
C -2.775 -1.578 -0.131
C -2.647 -3.035 0.675
C -2.990 -2.577 2.091
N -2.198 -1.532 2.688
H -3.788 -2.463 -1.954
H -2.012 -1.984 -2.082
H -4.242 0.096 -1.709
H -3.143 1.525 -3.120
H -1.907 0.113 -3.820
H -2.181 1.403 -1.136
H -1.840 -1.066 -0.132
H -3.609 -0.998 0.163
H -1.906 -3.752 0.596
H -3.380 -3.681 0.376
H -2.903 -3.426 2.750
H -4.150 -2.285 2.002
H -2.426 -0.663 2.212
H -1.239 -1.772 2.584
H 2.558 2.219 1.688
H 3.546 2.183 0.734
O 3.527 2.411 1.696
H 2.697 2.728 -2.767
H 1.256 3.003 -3.146
O 2.199 2.731 -3.488
H -0.235 2.197 2.242
H 0.548 3.301 3.123
O 0.520 2.933 2.257
H 0.858 2.518 -0.899
H 1.733 3.396 0.072
O 1.650 2.585 -0.481
H 0.905 -0.434 0.432
H 1.476 0.948 0.938
O 0.780 0.106 1.222
H 1.528 -2.580 1.979
H 2.078 -2.312 0.713
O 1.227 -2.564 1.129
H -1.264 1.373 0.520
H -1.711 2.733 1.041
O -1.881 2.130 0.338
H 0.988 -0.479 -1.391
H -0.010 0.686 -1.619
O 0.872 0.482 -1.469
H 2.762 -1.381 -0.612
H 3.386 -0.165 -0.150
O 2.892 -0.912 0.174
H 1.953 0.599 -4.532
H 1.269 0.192 -3.272
O 1.685 -0.218 -4.088
H 1.078 0.553 3.604
H 2.046 1.536 4.290
O 1.008 1.399 4.131
H -0.058 -2.030 4.111
H 0.434 -0.984 2.905
O 0.573 -1.318 3.853
H 2.776 -1.549 -3.190
H 3.104 -2.817 -2.406
O 2.726 -1.929 -2.285

Output
- LUMO: -0.06 eV
- Kohn-Sham gap: 8.78 eV

Mulliken population analysis, charges in e, atoms 1 to 5: atom 1 (C): -0.67, atom 2 (N): -0.45, atom 3 (C): -0.53, atom 4 (O): -0.47, atom 5 (C): -0.16

---

Q | C5H40N2O14 | ωB97M-V/def2-TZVPD

Element x y z (Å)
C -1.577 -0.201 0.331
N -0.134 -0.284 0.391
C 0.292 -1.680 0.421
C 1.766 -1.773 0.741
C 2.399 -3.180 0.599
O 2.098 -1.112 1.949
C -2.010 1.300 0.339
N -1.426 2.133 1.425
H -2.087 -0.610 -0.606
H -2.211 -0.598 1.138
H 0.116 0.179 1.291
H -0.154 -2.450 1.056
H 0.086 -2.172 -0.582
H 2.180 -1.034 0.002
H 2.152 -3.932 1.424
H 3.455 -2.914 0.520
H 2.076 -3.731 -0.303
H 1.376 -0.997 2.602
H -3.120 1.356 0.368
H -1.669 1.793 -0.589
H -0.703 2.772 1.186
H -2.131 2.647 1.934
H -2.421 -1.976 3.895
H -1.570 -1.286 2.917
O -2.486 -1.538 3.043
H -1.351 -2.701 -2.111
H -2.134 -3.054 -0.807
O -2.147 -3.111 -1.764
H 0.213 -1.687 -3.493
H 0.487 -0.868 -2.260
O -0.244 -1.414 -2.681
H -2.683 -2.644 1.746
H -3.436 -3.615 0.762
O -2.591 -3.155 0.919
H 3.338 1.704 -0.536
H 3.741 0.338 0.056
O 4.077 1.262 -0.086
H 0.172 1.091 4.739
H 0.445 1.679 3.349
O 0.434 0.844 3.859
H 1.575 0.972 -2.636
H 1.359 0.126 -1.392
O 1.840 0.109 -2.257
H -1.314 -0.239 -3.498
H -2.579 0.570 -3.353
O -1.683 0.637 -3.700
H 1.684 3.646 1.998
H 1.030 4.071 0.634
O 0.893 4.031 1.589
H -3.253 -1.769 -2.293
H -3.994 -0.577 -1.679
O -3.859 -1.040 -2.517
H 3.610 1.931 1.549
H 3.160 1.431 2.914
O 3.233 2.247 2.374
H -0.415 1.722 -3.672
H 0.746 2.720 -4.099
O 0.475 2.111 -3.396
H 0.699 2.230 -0.268
H 0.807 2.866 -1.685
O 0.969 3.003 -0.755

Output
- LUMO: 0.01 eV
- Kohn-Sham gap: 9.18 eV

Mulliken population analysis, charges in e, atoms 1 to 5: atom 1 (C): 0.96, atom 2 (N): 1.11, atom 3 (C): -1.04, atom 4 (C): 1.69, atom 5 (C): -1.77

---

Most stable one: Q, least stable one: P.

---

P | C5H10N2OS | ωB97M-V/def2-TZVPD

Element x y z (Å)
C 3.232 -1.198 -1.433
C 2.426 -0.268 -1.050
C -1.508 1.029 1.127
C -2.906 0.861 1.580
C 0.382 0.294 0.106
N 1.199 -2.001 -0.450
N 1.255 -0.663 -0.415
O -0.774 0.005 0.680
S -4.114 1.370 -0.009
H 4.121 -0.797 -1.945
H 3.185 -2.232 -1.298
H 2.537 0.834 -1.455
H -1.181 2.022 0.911
H -3.149 1.645 2.319
H -3.279 -0.105 1.812
H 0.653 1.348 -0.107
H 1.391 -2.491 0.375
H 0.160 -2.334 -0.609
H -3.631 2.680 -0.138

Output
- LUMO (alpha / beta): 0.17 / 0.71 eV
- Kohn-Sham gap (alpha / beta): 6.19 / 7.50 eV

Mulliken population analysis, charges in e, atoms 1 to 5: atom 1 (C): -0.70, atom 2 (C): -0.08, atom 3 (C): -0.07, atom 4 (C): -0.73, atom 5 (C): 0.09

---

Q | C5H10N2OS | ωB97M-V/def2-TZVPD

Element x y z (Å)
C -2.976 -0.244 0.191
N -1.690 0.085 0.753
S -0.536 0.555 -0.108
O -0.676 1.499 -1.183
C 0.695 1.191 1.109
C 2.116 1.025 0.506
N 2.618 0.063 -0.118
C 1.875 -1.080 -0.315
C 0.401 -0.847 -0.960
H -2.789 -1.245 -0.301
H -3.312 0.324 -0.691
H -3.781 -0.391 1.050
H 0.395 0.469 1.920
H 0.573 2.257 1.167
H 2.623 1.990 0.553
H 1.697 -1.789 0.522
H 2.281 -1.762 -1.138
H 0.516 -0.352 -1.925
H -0.029 -1.748 -1.033

Output
- SMILES: CN=[S@@]1(=O)CC=NCC1
- LUMO: 0.65 eV
- Kohn-Sham gap: 9.45 eV

Mulliken population analysis, charges in e, atoms 1 to 5: atom 1 (C): -0.76, atom 2 (N): -0.47, atom 3 (S): 1.08, atom 4 (O): -0.72, atom 5 (C): -0.75

---

R | C5H10N2OS | ωB97M-V/def2-TZVPD

Element x y z (Å)
C -0.745 0.743 -1.449
C 0.193 -0.274 -2.081
C -0.984 0.353 2.098
C 1.685 0.034 -1.846
C -0.483 -0.735 2.938
N -0.694 1.130 -0.129
N -0.867 0.344 0.830
O -1.380 -2.336 -1.972
S -0.095 -1.889 -1.380
H -0.484 1.709 -2.085
H -1.780 0.414 -1.686
H -0.137 -0.240 -3.167
H -1.617 1.008 2.584
H 2.174 -0.523 -2.730
H 1.848 -0.379 -0.769
H 1.927 1.141 -1.816
H -1.027 -0.841 3.975
H 0.601 -0.669 3.062
H -0.456 -1.715 2.347

Output
- LUMO (alpha / beta): -0.72 / -0.32 eV
- Kohn-Sham gap (alpha / beta): 6.97 / 8.08 eV

Mulliken population analysis, charges in e, atoms 1 to 5: atom 1 (C): -0.72, atom 2 (C): 0.09, atom 3 (C): -0.15, atom 4 (C): -1.01, atom 5 (C): -0.82

---

Most stable one: Q, least stable one: P.